Formula: C22H19ClN2S
Source: OMol25
Level of theory: ωB97M-V with the def2-TZVPD basis set

XYZ file:
```
45
Properties=species:S:1:pos:R:3:forces:R:3
Cl -6.14171 -2.08806 -1.23598 0.9 0.0 0.2
N 1.40534 1.15773 -0.53736 -0.2 -1.3 0.3
S 3.25357 -1.04662 -5.07272 -0.5 -1.6 0.3
C 0.90946 -0.07172 -0.45081 -0.1 1.3 -0.2
C 3.34820 -2.65433 -5.78683 -0.7 0.3 1.8
C 2.70409 -3.59174 -5.01287 -0.3 0.6 -0.1
C 2.06648 -3.03985 -3.82005 1.1 0.3 -1.0
C 2.30882 -1.67915 -3.72751 -0.7 -0.1 0.8
C 1.10125 -1.04975 -1.52463 1.5 0.6 -1.7
C 1.86937 -0.75496 -2.63551 -0.5 -0.1 0.6
C -4.15044 -0.72817 0.08491 -0.3 0.5 -0.1
C -3.47065 -2.82157 -0.85734 -2.2 -0.1 -0.4
C 1.30798 3.08425 0.99663 -0.3 -0.2 1.3
C -0.18640 1.35051 2.67308 0.0 -1.5 0.0
C -2.86865 -0.53428 0.62309 0.4 -1.1 0.0
C -2.22543 -2.67354 -0.29406 0.3 1.2 0.6
C -4.49552 -1.86890 -0.64694 1.4 0.2 0.4
C 1.07067 1.76160 0.65297 -0.2 0.2 -1.2
C 0.31889 0.90161 1.44557 -0.4 0.7 0.8
C 0.90603 3.49408 2.27280 0.5 -0.2 -0.7
C 0.17242 2.60521 3.09729 -0.5 0.3 0.7
C -1.86497 -1.52835 0.46661 -2.0 -0.8 -0.8
N 0.18281 -0.25453 0.73625 0.7 -1.2 -0.8
C 1.39574 4.82957 2.77076 -0.2 -0.5 -1.0
C -0.29713 3.00870 4.48519 -1.5 0.6 -0.8
C -0.52842 -1.48392 1.13161 0.2 1.2 -0.6
H 3.90582 -2.89002 -6.66301 0.2 0.3 -0.5
H 2.67058 -4.61991 -5.38766 -0.1 0.3 0.6
H 1.53948 -3.61955 -3.04957 0.3 0.3 -0.6
H 0.70827 -2.03620 -1.43822 -0.3 -0.6 0.3
H 2.21457 0.28360 -2.76212 -0.1 -0.5 0.3
H -4.89786 0.05839 0.24008 0.2 -0.4 0.0
H -3.77425 -3.70722 -1.42587 0.5 0.2 0.2
H 1.81915 3.72658 0.28989 0.1 0.1 0.2
H -0.76210 0.67215 3.34098 0.4 0.6 -0.6
H -2.69332 0.33681 1.25801 0.1 -0.1 -0.4
H -1.52353 -3.47531 -0.40863 0.4 -0.2 -0.1
H 0.58283 5.52934 2.90757 -0.1 0.3 0.3
H 2.06564 5.21480 1.99731 -0.1 0.2 0.3
H 1.96539 4.67700 3.67070 0.1 0.3 0.5
H -0.94965 2.25305 4.96085 0.3 0.2 -0.5
H 0.51882 3.14276 5.14714 0.9 0.4 0.7
H -0.89551 3.96153 4.42385 0.7 -0.8 0.2
H -0.67519 -1.49506 2.20067 0.2 0.1 0.4
H 0.08908 -2.33657 0.86388 -0.1 -0.1 0.0
```
Forces are in eV/Å.

The frontier orbital gap is 7.38 eV. The value obtained for the total energy is -49460.0301 eV. The calculation puts the lowest unoccupied orbital energy at -0.15 eV. As for the molar mass: 378.928 g mol⁻¹.